a.
Here is a 2-piece molecular cluster, C11H15N overall from OMol25. Energies are from ωB97M-V/def2-TZVPD.

```
27
C11H15N (ωB97M-V/def2-TZVPD)
C -1.355 -0.143 -0.661
H -0.576 -3.671 0.604
C -0.526 -1.588 1.197
H 2.690 0.229 0.409
C -0.597 0.994 1.178
H -0.892 1.445 3.219
C -1.928 -1.274 -1.293
H -0.129 -1.695 2.192
C -0.025 1.315 2.529
C -0.938 1.866 0.184
N -1.256 1.200 -0.975
H 0.432 2.294 2.566
C 2.184 0.212 -1.839
H 0.488 0.458 2.977
H 2.690 1.788 -0.312
C -0.857 -2.620 0.377
H -0.846 2.946 0.149
H -2.363 -1.172 -2.261
H -2.063 -3.441 -1.118
H 2.836 -0.661 -1.776
C 2.247 0.780 -0.408
H 1.216 1.011 -0.173
H -1.676 1.547 -1.816
C -0.823 -0.313 0.680
H 1.177 0.069 -2.270
C -1.634 -2.521 -0.764
H 2.525 0.945 -2.596
```

The LUMO energy is 0.9 eV. The calculation puts the frontier orbital gap at 8.69 eV. The calculation puts the HOMO energy at -7.77 eV. Its SMILES is Cc1c[nH]c2ccccc12.CC.


b.
Here is a 2-piece molecular cluster, C11H15N overall from OMol25. Energies are from ωB97M-V/def2-TZVPD.

```
27
C11H15N (ωB97M-V/def2-TZVPD)
C 0.069 2.016 -2.223
H 0.414 2.831 -2.847
C 1.782 -0.525 1.349
H -1.435 -2.981 1.021
H -2.779 1.756 0.850
N -2.061 1.069 0.649
H -3.132 -0.561 1.516
H 1.384 0.674 -3.195
H 2.142 -0.864 0.379
C -0.880 -0.118 -0.802
C -1.231 1.178 -0.440
C 0.129 -0.345 -1.756
H 2.477 0.603 3.076
C 0.596 0.739 -2.459
C -0.819 2.272 -1.200
H 3.173 1.173 1.479
C -1.415 -2.529 0.032
H 0.302 -1.391 -1.990
H 0.918 0.115 1.168
H -1.173 3.280 -1.040
H -0.431 -2.809 -0.351
C -1.565 -1.040 0.045
H -2.200 -2.982 -0.575
C -2.288 -0.281 0.903
C 2.831 0.326 2.077
H 3.714 -0.279 2.304
H 1.480 -1.326 2.029
```

The LUMO energy is 1.0 eV. The calculation puts the frontier orbital gap at 8.86 eV. The calculation puts the HOMO energy at -7.90 eV. Its SMILES is Cc1c[nH]c2ccccc12.CC.


It is b that is the most stable of them.


a.
Here is a 2-piece molecular cluster, C11H15N overall from OMol25. Energies are from ωB97M-V/def2-TZVPD.

```
27
C11H15N (ωB97M-V/def2-TZVPD)
H 3.565 0.251 -0.303
H 2.395 0.717 -2.438
H 0.601 0.085 3.736
C -1.704 0.927 1.399
C 1.774 0.634 -1.516
C -0.407 0.352 3.454
H -2.205 1.447 -0.645
C -0.187 0.941 -0.205
N -1.536 1.165 0.040
C -1.029 -3.295 -2.083
H -1.898 -1.443 -2.763
C 0.505 0.480 0.974
H -2.030 -3.394 -1.682
H 2.387 0.040 1.779
H -2.671 0.719 1.752
C 1.885 0.262 0.880
H -0.787 -3.988 -2.900
H -0.107 1.350 -2.362
C 0.446 1.027 -1.434
C -0.509 0.632 1.992
C 2.467 0.196 -0.369
C -0.863 -1.807 -2.526
H -1.065 -0.242 4.057
H -0.404 -3.501 -1.192
H -0.698 1.441 3.823
H -0.461 -1.339 -1.634
H -0.266 -1.695 -3.404
```

The LUMO energy is 0.9 eV. The calculation puts the frontier orbital gap at 8.59 eV. The calculation puts the HOMO energy at -7.70 eV. Its SMILES is Cc1c[nH]c2ccccc12.CC.


b.
Here is a 2-piece molecular cluster, C11H15N overall from OMol25. Energies are from ωB97M-V/def2-TZVPD.

```
27
C11H15N (ωB97M-V/def2-TZVPD)
C -0.823 1.087 3.433
H -0.586 0.604 1.326
H 0.945 0.721 2.261
C -1.530 -1.435 -0.831
H -0.824 0.483 4.337
H -0.072 -0.711 2.428
C -1.185 -0.436 -1.669
C 2.789 -0.109 -0.331
C 1.165 0.748 -1.935
C 2.370 0.872 -1.279
C 0.213 -0.201 -1.474
H -1.744 1.371 -2.721
H 2.260 -1.937 0.667
H -1.868 1.168 3.128
H -2.478 -1.899 -0.607
H -0.545 -2.597 0.567
H -3.060 0.418 -2.181
N -0.405 -1.952 -0.201
H 2.869 1.822 -1.423
C 2.001 -1.193 -0.077
H 3.766 0.058 0.091
H -0.370 2.059 3.597
C -0.082 0.361 2.254
C -2.046 0.326 -2.604
H -2.268 -0.029 -3.613
H 0.835 1.518 -2.623
C 0.671 -1.116 -0.519
```

The LUMO energy is 0.9 eV. The calculation puts the frontier orbital gap at 8.78 eV. The calculation puts the HOMO energy at -7.90 eV. Its SMILES is Cc1c[nH]c2ccccc12.CC.


c.
Here is a 2-piece molecular cluster, C11H15N overall from OMol25. Energies are from ωB97M-V/def2-TZVPD.

```
27
C11H15N (ωB97M-V/def2-TZVPD)
C -0.228 2.099 -0.696
C 3.642 1.295 0.456
C -0.853 0.268 0.671
H 1.959 0.255 -0.091
H 3.454 2.184 1.068
C -1.220 0.131 -1.740
C -1.913 -1.646 -0.007
H 4.638 0.990 0.788
H 2.105 0.153 1.703
C -0.261 1.523 0.557
H -2.947 -2.049 -1.818
H -2.592 -3.538 -0.922
C 2.620 0.198 0.754
N -0.955 -0.581 1.708
H -1.505 -2.528 2.050
C -1.602 -1.756 1.305
H -1.475 -0.416 -2.627
H -3.842 -2.483 -0.357
H 0.047 3.132 -0.867
C -1.424 -0.363 -0.456
H 3.658 1.630 -0.576
H -0.550 1.883 -2.791
C -0.609 1.375 -1.836
H 0.197 1.984 1.424
H -0.500 -0.450 2.590
H 3.011 -0.804 0.537
C -2.856 -2.487 -0.826
```

The LUMO energy is 0.9 eV. The calculation puts the frontier orbital gap at 8.75 eV. The calculation puts the HOMO energy at -7.83 eV. Its SMILES is Cc1c[nH]c2ccccc12.CC.


It is b that is the most stable of them.


a.
Here is a 2-piece molecular cluster, C4H10S overall from OMol25. Energies are from ωB97M-V/def2-TZVPD.

```
15
C4H10S (ωB97M-V/def2-TZVPD)
C 0.345 -0.137 -2.062
H 0.644 -2.028 1.922
H 0.317 0.728 0.011
H 1.677 1.026 -1.010
H -0.704 -0.427 -2.286
C -0.847 -0.544 2.258
H -0.063 0.067 2.693
H 0.703 0.369 -2.996
S 0.027 2.716 -1.152
H 0.915 -1.033 -1.873
C 0.591 0.857 -1.046
H -1.945 -0.394 2.445
H -0.180 2.816 0.196
H -1.091 -2.326 1.211
C -0.388 -1.691 1.688
```

The LUMO energy is 0.9 eV. The calculation puts the frontier orbital gap at 9.82 eV. The calculation puts the HOMO energy at -8.87 eV. Its SMILES is C=C.CCS.


b.
Here is one molecule with the formula C4H10S from OMol25. Energies are from ωB97M-V/def2-TZVPD.

```
15
C4H10S (ωB97M-V/def2-TZVPD)
C -0.278 0.982 -0.735
C -0.754 0.993 0.726
H -0.935 0.253 -1.221
H 2.251 -1.415 -0.502
H 1.461 -1.632 -2.052
H -0.260 1.791 1.218
S 1.379 0.635 -1.220
H -0.636 1.980 -1.074
H -1.749 1.400 0.568
H -1.280 -1.105 0.979
C 1.388 -1.103 -1.112
H 0.410 -0.678 1.177
H 0.508 -1.371 -0.568
H -0.889 -0.404 2.422
C -0.616 -0.326 1.395
```

The LUMO energy is 1.1 eV. The calculation puts the frontier orbital gap at 9.44 eV. The calculation puts the HOMO energy at -8.38 eV. Its SMILES is CCCSC.


It is b that is the most stable of them.


a.
Here is one molecule with the formula C4H10S from OMol25. Energies are from ωB97M-V/def2-TZVPD.

```
15
C4H10S (ωB97M-V/def2-TZVPD)
H -1.028 1.432 1.128
H 0.678 -1.583 0.726
H -1.060 -1.512 0.922
H 0.538 -2.037 -1.564
H 1.163 3.000 1.517
H -1.226 -2.299 -1.512
C -0.226 -1.372 0.229
C -0.298 -2.400 -0.940
H 1.901 1.402 0.784
H -0.405 2.304 -0.375
H -0.160 -3.452 -0.702
C -0.172 1.547 0.459
S -0.269 0.180 -0.608
H 1.198 1.493 2.297
C 1.146 1.955 1.338
```

The LUMO energy is 1.1 eV. The calculation puts the frontier orbital gap at 9.47 eV. The calculation puts the HOMO energy at -8.38 eV. Its SMILES is CCSCC.


b.
Here is one molecule with the formula C4H10S from OMol25. Energies are from ωB97M-V/def2-TZVPD.

```
15
C4H10S (ωB97M-V/def2-TZVPD)
H 0.295 1.923 -0.652
H 0.749 -1.978 0.181
S 1.842 -0.008 -0.462
C -1.436 -0.673 -0.749
C 0.695 -0.971 0.583
H 1.993 2.346 -0.630
H -1.520 -1.736 -0.986
C -0.740 -0.495 0.581
H -2.432 -0.226 -0.798
H 1.188 1.863 0.865
H -1.328 -1.007 1.352
C 1.261 1.671 -0.208
H -0.811 0.549 0.918
H 1.095 -1.002 1.588
H -0.852 -0.256 -1.583
```

The LUMO energy is 1.0 eV. The calculation puts the frontier orbital gap at 9.47 eV. The calculation puts the HOMO energy at -8.45 eV. Its SMILES is CCCSC.


It is b that is the most stable of them.


a.
Here is a 2-piece molecular cluster, C4H10S overall from OMol25. Energies are from ωB97M-V/def2-TZVPD.

```
15
C4H10S (ωB97M-V/def2-TZVPD)
C 1.891 -1.313 -1.245
H 0.781 -1.319 -0.779
H -1.980 -1.164 1.896
H 0.523 0.030 1.848
H -2.421 0.559 -1.327
C 0.034 0.567 0.986
H 2.274 -0.291 -1.215
S -1.992 -1.293 0.590
H 0.779 1.241 0.602
C -1.700 1.081 -0.760
H 1.889 -1.591 -2.243
H -2.386 1.878 -0.292
C -1.039 0.242 0.286
H 2.541 -1.964 -0.572
H -1.034 1.609 -1.447
```

The LUMO energy is 0.8 eV. The calculation puts the frontier orbital gap at 9.63 eV. The calculation puts the HOMO energy at -8.81 eV. Its SMILES is C=C(C)S.C.


b.
Here is a 2-piece molecular cluster, C4H10S overall from OMol25. Energies are from ωB97M-V/def2-TZVPD.

```
15
C4H10S (ωB97M-V/def2-TZVPD)
C 1.490 -0.931 1.959
H 1.697 -1.393 2.922
C 2.703 -0.522 1.133
C -2.792 -0.086 -3.255
C -2.747 0.384 -4.489
H -2.970 -0.293 -5.302
H -2.926 -1.143 -3.052
H 2.421 -0.346 0.106
H 3.471 -1.284 1.272
H 0.858 1.226 1.200
H -2.319 0.438 -2.431
S 0.356 0.516 2.213
H 0.819 -1.592 1.426
H -2.656 1.450 -4.669
H 3.142 0.355 1.593
```

The LUMO energy is 0.9 eV. The calculation puts the frontier orbital gap at 9.87 eV. The calculation puts the HOMO energy at -8.96 eV. Its SMILES is C=C.CCS.


It is b that is the most stable of them.


a.
Here is a 8-piece molecular cluster, C16H48O8S8 overall from OMol25. Energies are from ωB97M-V/def2-TZVPD.

```
80
C16H48O8S8 (ωB97M-V/def2-TZVPD)
C -2.620 1.928 -0.984
C -0.989 0.704 5.550
C 3.150 0.286 -0.488
S 2.493 -0.139 -2.070
H -0.142 -3.210 -3.663
H -3.442 -1.379 -0.751
S -0.951 -2.588 0.705
C -3.229 3.687 -2.933
C 2.188 0.575 3.171
H 1.309 -2.393 0.521
H 4.248 0.351 -0.468
O -5.069 2.975 -1.142
C -1.815 1.035 2.965
H 2.830 -3.444 -4.437
S -3.587 3.402 -1.241
C 2.042 4.852 -0.592
H -3.666 2.846 -3.520
H 3.024 -0.582 0.171
H -0.107 -0.308 1.019
H -1.621 1.999 -1.497
C 3.490 -0.415 5.386
C -5.294 -3.282 -1.709
H 2.683 1.154 -0.028
H 1.635 0.579 2.182
H 0.832 -2.226 2.241
S 2.498 -0.971 3.966
H -2.422 1.931 3.181
H 0.938 -3.906 1.375
H 3.291 0.846 -4.060
C 0.576 -2.716 -3.049
H -2.443 1.804 0.058
H -3.132 0.947 -1.154
O 2.925 -3.086 -1.821
H -0.828 1.368 2.747
C 3.331 1.137 -2.974
H -0.133 2.109 0.447
H 1.373 2.688 1.197
H 4.102 -1.199 5.847
H 3.123 1.095 2.866
S 1.034 3.447 -1.040
H -2.184 3.748 -3.054
S -1.835 -0.174 4.265
H 0.045 -2.157 -2.304
S -3.538 -3.377 -1.970
S 1.776 -3.866 -2.445
H -5.684 -2.951 -2.736
H 3.217 -4.995 -3.809
H 2.593 5.324 -1.461
H 4.161 0.345 5.020
O -0.687 -1.086 3.814
H 4.356 1.123 -2.711
C -0.777 -0.847 0.360
H -5.511 -2.659 -0.818
H -5.664 -4.313 -1.403
C 0.704 -2.810 1.340
O -3.339 -3.768 -3.457
C 2.358 -4.350 -4.056
O 0.991 0.248 -2.038
C -3.197 -1.661 -1.775
H 1.053 -2.097 -3.821
H 2.850 2.124 -2.879
H -1.570 1.635 5.846
H 0.076 3.741 1.266
H 1.477 5.602 0.009
H 2.719 -0.016 6.094
H -1.848 -0.611 0.529
H -3.538 4.620 -3.243
O 3.448 -1.715 3.015
H -2.138 -1.565 -1.996
C 0.564 2.962 0.629
H -0.407 -0.644 -0.665
H 0.009 1.032 5.353
O -1.019 -3.498 -0.544
H 1.628 -4.829 -4.653
H -3.816 -1.087 -2.450
H 2.827 4.492 0.105
H -0.966 0.119 6.507
H 1.611 1.225 3.766
O -0.146 4.123 -1.677
H -2.224 0.713 2.072
```

The LUMO energy is -0.2 eV. The calculation puts the frontier orbital gap at 7.86 eV. The calculation puts the HOMO energy at -8.03 eV.


b.
Here is a 8-piece molecular cluster, C16H48O8S8 overall from OMol25. Energies are from ωB97M-V/def2-TZVPD.

```
80
C16H48O8S8 (ωB97M-V/def2-TZVPD)
S 0.103 -0.602 -1.544
H -4.527 4.049 -2.376
H 3.562 2.754 0.713
H 5.564 0.324 -3.360
C -2.747 -3.249 -2.338
H -2.765 3.989 -2.713
H -4.071 0.366 -3.271
O -5.027 -2.965 -3.525
O 2.961 -0.314 -2.651
H 5.490 2.210 4.221
C 0.360 -2.538 3.990
H 4.108 -0.978 0.098
H 6.435 -1.135 -2.828
H -0.363 -2.948 -0.919
H -1.380 0.612 2.079
H 1.977 -0.494 2.627
O 2.745 -3.653 4.085
H 5.360 -1.192 -4.219
H -2.159 -3.941 -1.741
S 4.104 -1.145 -2.181
S -0.498 4.433 0.570
C 0.404 -2.408 -1.469
H 0.187 -3.205 3.145
H -0.155 4.631 2.929
O -1.343 -0.313 -1.295
O -2.788 2.366 -5.003
H -4.599 -1.831 1.396
H 4.244 3.385 4.486
H -2.406 3.115 -0.055
H -4.128 -5.306 -5.054
H -1.209 2.061 0.299
H -3.232 -2.473 -1.743
O 4.446 0.825 2.029
C -4.171 -1.750 2.399
H 0.509 -0.701 0.867
H 1.997 2.691 1.398
H -3.354 -2.449 2.545
S -3.969 2.491 -4.130
H -1.502 -1.050 2.666
S 3.639 1.763 2.853
H -2.686 -5.576 -4.099
C 3.029 2.950 1.643
H 0.482 -2.830 -2.467
H -2.146 -2.707 -3.067
H -0.093 -3.024 4.858
C 0.968 -0.247 -0.016
C 4.777 2.849 3.696
H -4.983 -1.850 3.114
O 0.954 4.251 0.282
C -0.679 3.935 2.281
H 1.990 -0.612 -0.081
H -2.753 1.163 -2.473
H 5.715 -0.902 -0.466
C 2.352 -1.516 2.600
H 0.978 0.820 0.211
H 5.318 3.553 3.067
S -3.652 -0.011 2.488
H -0.206 2.954 2.378
H 3.051 4.000 1.921
H 2.073 -2.242 1.839
C -3.788 1.308 -2.794
H -3.853 4.832 -3.834
S -4.198 -4.072 -3.026
C -3.377 -4.804 -4.447
H -1.728 3.820 2.559
S 2.124 -2.315 4.192
C -1.944 -0.311 1.992
C -1.314 3.050 -0.162
C -3.764 3.990 -3.151
H -2.016 -0.756 0.998
H -2.847 -4.031 -4.998
O -3.605 0.387 3.911
H -0.139 -1.567 3.962
H 4.593 0.585 -0.432
C 5.495 -0.758 -3.230
H -1.044 2.973 -1.211
H -4.402 1.494 -1.914
H 3.424 -1.318 2.499
H 1.361 -2.422 -0.954
C 4.732 -0.469 -0.646
```

The LUMO energy is 0.2 eV. The calculation puts the frontier orbital gap at 8.80 eV. The calculation puts the HOMO energy at -8.60 eV.


It is b that is the most stable of them.